(1)
Density functional theory data (ωB97M-V/def2-TZVPD) for C39H34BBrCl5F4GdN4OSSi as an isolated structure.

CARTESIAN COORDINATES (ANGSTROEM)
Gd -0.3253 -0.2195 0.7372
Br -2.2931 -2.4447 -6.8048
C -1.8670 -2.4619 -4.9665
C -2.4187 -1.5104 -4.1236
C -2.0816 -1.5153 -2.7772
C -1.2262 -2.4826 -2.2733
C -0.6733 -3.4218 -3.1321
C -0.9887 -3.4162 -4.4839
N -0.8368 -2.4498 -0.8863
C -0.7683 -3.5674 -0.3037
C -0.3064 -3.7373 1.0976
C -0.0794 -5.0140 1.5722
C 0.3469 -5.1725 2.8852
C 0.5159 -4.0466 3.6652
C 0.2645 -2.8020 3.1055
N -0.1331 -2.6485 1.8483
H -3.1016 -0.7615 -4.5027
H -2.5108 -0.7693 -2.1265
H 0.0634 -4.1293 -2.7661
H -0.5372 -4.1355 -5.1540
H -1.0598 -4.4884 -0.8165
H -0.2331 -5.8665 0.9231
H 0.5389 -6.1590 3.2873
H 0.8378 -4.1124 4.6955
H 0.3911 -1.8906 3.6779
C 1.7204 3.2424 1.2023
C 0.5679 2.9937 2.1376
C 0.1895 3.9166 3.1061
C -0.8788 3.6132 3.9605
C -1.5295 2.3889 3.8481
C -1.0966 1.4770 2.8657
N -0.0733 1.8252 2.0175
N -1.5668 0.2307 2.6671
Si -2.9027 -0.5454 3.4737
C -3.2989 -2.1049 2.5201
C -2.3872 -1.0289 5.1928
C -4.4253 0.5048 3.5877
H 1.5753 4.1623 0.6296
H 1.8332 2.4128 0.5080
H 2.6523 3.3494 1.7644
H 0.7208 4.8567 3.1868
H -1.1936 4.3252 4.7128
H -2.3550 2.1257 4.4983
H -2.9921 -2.9996 3.0733
H -2.8124 -2.1214 1.5446
H -4.3752 -2.1763 2.3367
H -1.5160 -1.6917 5.1721
H -3.2003 -1.5502 5.7112
H -2.1215 -0.1465 5.7862
H -4.4295 1.2682 2.8058
H -4.5034 1.0019 4.5592
H -5.3129 -0.1192 3.4570
Cl 2.3605 -1.9789 -0.8898
C 2.9933 -1.1212 0.5208
C 2.1151 -0.6267 1.4739
C 2.7327 -0.1384 2.6177
Cl 1.7795 0.4173 3.9879
C 4.1211 -0.0536 2.7731
Cl 4.8293 0.5871 4.2124
C 4.9534 -0.4862 1.7449
Cl 6.6677 -0.3567 1.8877
C 4.3839 -1.0460 0.6074
Cl 5.3975 -1.6364 -0.6591
O 0.8012 0.6250 -1.1171
S 0.6694 0.5301 -2.6307
C 2.3254 0.8788 -3.2048
C 2.5940 0.8563 -4.5667
C 3.8870 1.1162 -4.9925
C 4.8888 1.3839 -4.0631
C 4.6015 1.3897 -2.7062
C 3.3082 1.1307 -2.2642
C -0.1295 2.0135 -3.1836
C -0.8665 1.9435 -4.3551
C -1.4776 3.0993 -4.8286
C -1.3578 4.2822 -4.1147
C -0.6303 4.3230 -2.9277
C -0.0079 3.1827 -2.4504
H 1.8104 0.6450 -5.2869
H 4.1150 1.1056 -6.0510
H 5.8986 1.5807 -4.4017
H 5.3840 1.5810 -1.9818
H 3.0646 1.1178 -1.2090
H -0.9815 1.0007 -4.8814
H -2.0638 3.0676 -5.7388
H -1.8458 5.1791 -4.4763
H -0.5609 5.2460 -2.3650
H 0.5371 3.1843 -1.5152
F -3.6213 1.8198 0.6604
B -2.8715 1.2499 -0.3376
F -1.5462 1.7784 -0.3726
F -3.4534 1.3064 -1.5935
F -2.6118 -0.1656 -0.0238

Output
HOMO (alpha / beta) (eV): -7.42 / -7.38
HOMO-LUMO gap (alpha / beta) (eV): 6.6 / 5.5
2S+1: 8
Energy above the lowest of the compared OMol25 structures with the same formula, charge and spin (kcal per mole): 0.0

(2)
Density functional theory data (ωB97M-V/def2-TZVPD) for C39H34IN5PPt as an isolated structure.

CARTESIAN COORDINATES (ANGSTROEM)
Pt -0.5207 -0.1305 0.2645
C -0.3863 -1.4658 -2.5449
N -1.1997 -1.6564 -1.3257
C -1.1274 -3.0226 -0.7441
C -0.2608 -3.0403 0.4762
N 0.3550 -1.9752 0.9550
C 1.1229 -2.4119 2.0440
C 2.0443 -1.7537 2.8594
C 2.6868 -2.5024 3.8228
C 2.4456 -3.8779 3.9763
C 1.5697 -4.5485 3.1511
C 0.9235 -3.7856 2.1860
N 0.0413 -4.1450 1.1690
C 0.8979 -0.8166 -2.1677
N 1.0883 -0.2037 -1.0091
C 2.4320 0.2287 -0.9897
C 3.2338 0.8259 -0.0134
C 4.5465 1.0914 -0.3398
C 5.0797 0.7661 -1.5964
C 4.3157 0.1432 -2.5565
C 2.9937 -0.1217 -2.2198
N 1.9936 -0.7771 -2.9250
H -0.9349 -0.8492 -3.2566
H -0.1903 -2.4228 -3.0336
H -2.1648 -1.4518 -1.5697
H -0.7167 -3.7294 -1.4693
H -2.1346 -3.3781 -0.5179
H 2.2852 -0.7095 2.7350
H 3.4100 -2.0221 4.4673
H 2.9763 -4.4242 4.7435
H 1.4066 -5.6140 3.2414
H -0.2624 -5.0841 0.9580
H 2.8652 1.0663 0.9661
H 5.1880 1.5551 0.3968
H 6.1152 0.9946 -1.8067
H 4.7272 -0.1339 -3.5176
H 2.0894 -1.1836 -3.8440
I 0.8747 3.0953 -0.8845
C -0.4151 4.6322 -0.3449
C 0.1670 5.8655 -0.2133
C -0.6032 7.0110 0.0440
C -1.9555 6.8860 0.1375
C -2.5795 5.6206 0.0164
C -3.9877 5.5684 0.1108
C -4.6674 4.3920 -0.0031
C -3.9331 3.2186 -0.1883
C -2.5452 3.2032 -0.2702
P -2.1384 1.4462 -0.3676
C -2.5993 0.6398 1.1710
C -2.6721 1.4228 2.3578
C -2.7958 0.8152 3.5735
C -2.8174 -0.5948 3.6775
C -2.7543 -1.3760 2.5556
C -2.6617 -0.7716 1.2858
C -2.9399 0.7994 -1.8291
C -2.4030 1.1919 -3.0596
C -3.0292 0.7972 -4.2319
C -4.1775 0.0138 -4.1806
C -4.7151 -0.3685 -2.9574
C -4.1046 0.0285 -1.7748
C -1.8075 4.4344 -0.2030
H 1.2381 5.9656 -0.3256
H -0.1208 7.9736 0.1383
H -2.5816 7.7530 0.3019
H -4.5236 6.4964 0.2662
H -5.7456 4.3535 0.0563
H -4.4934 2.2915 -0.2570
H -2.6404 2.5018 2.2791
H -2.8836 1.4141 4.4705
H -2.9222 -1.0533 4.6522
H -2.8318 -2.4527 2.6291
H -2.8103 -1.3848 0.4110
H -1.5192 1.8215 -3.0976
H -2.6322 1.1145 -5.1872
H -4.6683 -0.2815 -5.0984
H -5.6249 -0.9529 -2.9229
H -4.5534 -0.2362 -0.8240
C 0.2320 0.8963 1.8897
H -0.1705 1.9001 1.9629
H 1.3000 0.9506 1.7674
H -0.0515 0.2760 2.7389

Output
HOMO (eV): -15.47
HOMO-LUMO gap (eV): 5.9
Total charge: +3
Energy above the lowest of the compared OMol25 structures with the same formula, charge and spin (kcal per mole): 24.6

(3)
Density functional theory data (ωB97M-V/def2-TZVPD) for C39H35ClCoN2Si2 as an isolated structure.

CARTESIAN COORDINATES (ANGSTROEM)
C 1.8460 0.0888 5.0703
C 2.2353 0.7403 3.8590
C 1.0431 1.1508 3.1829
H 3.2577 0.9743 3.5639
C -0.0832 0.7374 3.9611
C 0.4165 0.0926 5.1384
H -0.1685 -0.2787 5.9771
H 2.5115 -0.3102 5.8335
H 0.9897 1.7435 2.2737
H -1.1226 0.9723 3.7375
Co 1.0535 -0.8053 3.5074
Si -0.9013 1.6187 -2.4878
C -0.2639 1.0187 -4.1637
C -0.9052 0.0719 -4.9836
H -1.7886 -0.4567 -4.6112
C -0.4186 -0.1883 -6.2749
H -0.9449 -0.8904 -6.9260
C 0.7214 0.4712 -6.7472
H 1.0874 0.2877 -7.7600
C 1.3991 1.3568 -5.9022
H 2.2934 1.8773 -6.2450
C 0.9294 1.6029 -4.6082
H 1.4774 2.2613 -3.9252
C -2.7358 1.8804 -2.7714
C -3.0339 2.8755 -3.7236
H -2.2217 3.4127 -4.2287
C -4.3647 3.1727 -4.0464
H -4.5869 3.9266 -4.8033
C -5.4090 2.4879 -3.4188
H -6.4449 2.7084 -3.6784
C -5.1220 1.5041 -2.4669
H -5.9379 0.9644 -1.9768
C -3.7939 1.1838 -2.1568
H -3.5765 0.3820 -1.4410
H -0.2585 2.9290 -2.2139
Si -0.4109 -0.1649 -0.8226
C -1.2386 1.1043 0.3484
C -0.8788 2.4677 0.4543
H 0.0908 2.8288 0.1015
C -1.7931 3.3908 0.9621
H -1.5519 4.4536 0.9498
C -3.0283 2.9642 1.4433
H -3.7718 3.6914 1.7588
C -3.3016 1.6023 1.5224
H -4.2567 1.2628 1.9215
C -2.3678 0.6718 1.0594
H -2.5535 -0.3932 1.2127
C 1.4519 0.2610 -1.0133
C 2.2102 1.2169 -0.3161
H 1.8263 1.6991 0.5826
C 3.4848 1.5766 -0.7623
H 4.0327 2.3918 -0.2901
C 4.0757 0.8882 -1.8170
H 5.0583 1.1731 -2.1810
C 3.3895 -0.1698 -2.4096
H 3.8514 -0.7316 -3.2142
C 2.1129 -0.5195 -1.9685
H 1.5918 -1.3755 -2.3989
H -1.1257 -1.1855 -1.6143
Cl -0.1699 -1.7786 0.6143
C 4.4519 -2.6330 1.8622
C 4.2137 -3.9693 2.1914
C 2.9718 -4.3258 2.7101
C 2.0167 -3.3328 2.9334
N 2.3152 -2.0002 2.7346
C 3.4808 -1.6671 2.1130
C 0.6590 -3.5443 3.4084
C 0.0511 -4.7760 3.6484
C -1.2997 -4.8085 3.9838
C -2.0094 -3.6085 4.0572
C -1.3608 -2.3948 3.8559
N -0.0228 -2.3631 3.6162
H 5.4048 -2.3202 1.4370
H 4.9778 -4.7259 2.0387
H 2.6990 -5.3480 2.9642
H 3.6188 -0.6150 1.8534
H 0.6672 -5.6688 3.5587
H -1.7921 -5.7583 4.1765
H -3.0712 -3.5947 4.2959
H -1.8782 -1.4358 3.8942

Output
HOMO (alpha / beta) (eV): -4.44 / -7.96
HOMO-LUMO gap (alpha / beta) (eV): 5.0 / 5.5
2S+1: 4
Energy above the lowest of the compared OMol25 structures with the same formula, charge and spin (kcal per mole): 0.0

(4)
Density functional theory data (ωB97M-V/def2-TZVPD) for C39H35ClMoN2Si2 as an isolated structure.

CARTESIAN COORDINATES (ANGSTROEM)
C 1.3835 1.0911 -1.3135
C 0.2569 1.6235 -2.0368
C -0.2231 2.7925 -1.3268
H -0.1419 1.2615 -2.9765
C 0.6373 2.9878 -0.1679
C 1.6231 1.9296 -0.1696
H 2.4529 1.8242 0.5255
H 1.9837 0.2444 -1.6302
H -1.0409 3.4329 -1.6416
H 0.5927 3.8033 0.5490
Mo -0.4247 1.0892 -0.0308
Si -4.2620 4.4209 0.6040
C -5.8333 3.4370 0.1875
C -6.5983 3.0633 1.2935
H -6.1414 3.1354 2.2920
C -7.9217 2.6369 1.1372
H -8.5019 2.3428 2.0115
C -8.4712 2.5752 -0.1420
H -9.5102 2.2552 -0.2658
C -7.6897 2.8681 -1.2611
H -8.0956 2.7095 -2.2661
C -6.3723 3.3294 -1.1017
H -5.7598 3.6327 -1.9641
C -5.0554 5.7768 1.7692
C -5.9236 6.8382 1.3607
H -6.0246 7.0940 0.2889
C -6.6505 7.6047 2.3020
H -7.3646 8.3916 1.9859
C -6.4443 7.3904 3.6723
H -6.9900 7.9833 4.4008
C -5.4937 6.4597 4.0987
H -5.2969 6.3324 5.1680
C -4.7748 5.7048 3.1445
H -3.9396 5.0644 3.4695
H -4.2372 5.0975 -0.7280
Si -4.6592 0.2094 2.2666
C -3.7591 1.9493 2.1850
C -3.3503 2.5579 0.9474
H -3.3181 2.0054 -0.0074
C -2.5742 3.8157 0.9520
H -2.0328 4.0748 0.0162
C -1.9164 4.2209 2.2051
H -1.2933 5.1256 2.2408
C -2.0096 3.3660 3.2713
H -1.2659 3.4630 4.0719
C -3.0182 2.3673 3.3325
H -3.1125 1.8408 4.3021
C -5.2613 -0.2826 0.5189
C -4.3281 -0.3607 -0.5328
H -3.2735 -0.5302 -0.3383
C -4.7354 -0.1278 -1.8483
H -3.9744 0.0838 -2.6004
C -6.1100 -0.0930 -2.1597
H -6.4760 0.1877 -3.1542
C -7.0531 -0.3195 -1.1619
H -8.1202 -0.3024 -1.4373
C -6.6203 -0.4128 0.1755
H -7.3644 -0.4872 0.9641
H -5.4437 -0.2407 3.3444
Cl -2.7844 -0.7358 2.3436
C -1.5948 -2.6160 -2.3360
C -1.1728 -3.6659 -1.5090
C -0.4828 -3.3562 -0.3365
C -0.2931 -2.0121 0.0192
N -0.7457 -0.9876 -0.7780
C -1.3296 -1.2992 -1.9706
C 0.3915 -1.6069 1.2494
C 0.9257 -2.5058 2.1781
C 1.5521 -2.0321 3.3250
C 1.6658 -0.6443 3.4977
C 1.1304 0.2217 2.5465
N 0.4953 -0.2541 1.4485
H -2.1413 -2.8019 -3.2660
H -1.3417 -4.7071 -1.7744
H -0.0521 -4.1231 0.3108
H -1.6149 -0.4660 -2.6263
H 0.8732 -3.5701 1.9396
H 1.9766 -2.7310 4.0424
H 2.1559 -0.2268 4.3685
H 1.1928 1.3154 2.6405

Output
HOMO (alpha / beta) (eV): -11.30 / -12.65
HOMO-LUMO gap (alpha / beta) (eV): 3.9 / 5.4
2S+1: 3
Total charge: +2